Record 1
One molecule with the formula C4H6INO in a non-equilibrium geometry, computed with the ωB97M-V functional and the def2-TZVPD basis.

CARTESIAN COORDINATES (ANGSTROEM)
C1 0.286 0.021 0.010
C2 2.682 0.075 -0.786
C3 -2.191 0.159 0.926
C4 -1.286 -0.660 0.029
N1 1.471 -0.318 -0.818
O1 -2.197 0.259 -0.484
I1 3.885 -0.615 -2.343
H1 -0.013 1.006 -0.214
H2 0.393 0.192 1.032
H3 -1.264 -1.636 -0.178
H4 3.057 0.732 -0.019
H5 -2.947 -0.325 1.450
H6 -1.875 1.111 1.395

Values from the calculation:
calculated total energy = -15879.457 eV
frontier orbital gap = 9.749 eV
ΔE to the lowest compared entry with this formula, charge and spin = 100.6 kcal per mole
HOMO level = -9.25 eV

Atom charges from the natural (NBO) analysis, given in e for atoms 1 to 5:
1 C -0.2930
2 C -0.0433
3 C -0.1184
4 C 0.0991
5 N -0.4318

Record 2
One molecule with the formula C4H5NO in a non-equilibrium geometry, computed with the ωB97M-V functional and the def2-TZVPD basis.

CARTESIAN COORDINATES (ANGSTROEM)
C1 -0.741 0.793 0.862
C2 -0.444 -0.506 0.192
C3 0.421 -0.735 -0.951
O1 -0.811 -0.236 -1.324
C4 1.656 0.012 -0.862
N1 2.628 0.525 -0.507
H1 -0.370 0.894 1.885
H2 -0.407 1.612 0.227
H3 -1.837 0.816 0.904
H4 -0.606 -1.397 0.829
H5 0.512 -1.776 -1.255

Values from the calculation:
calculated total energy = -7763.921 eV
frontier orbital gap = 11.547 eV
ΔE to the lowest compared entry with this formula, charge and spin = 60.1 kcal per mole
HOMO level = -10.72 eV

Atom charges from the natural (NBO) analysis, given in e for atoms 1 to 5:
1 C -0.6440
2 C 0.0946
3 C -0.0544
4 O -0.4618
5 C 0.2409

Record 3
C18H36NiO10S4 as an isolated structure in a non-equilibrium geometry, computed with the ωB97M-V functional and the def2-TZVPD basis.

CARTESIAN COORDINATES (ANGSTROEM)
Ni1 -16.956 -12.956 26.812
O1 -17.146 -11.954 25.036
C1 -15.885 -12.097 24.460
C2 -14.763 -11.925 25.505
O2 -14.954 -12.647 26.686
H1 -15.706 -11.518 23.544
H2 -15.824 -13.164 24.146
H3 -14.782 -10.857 25.818
H4 -13.754 -12.036 25.073
C3 -13.660 -14.585 30.624
C4 -14.717 -13.602 31.164
C5 -16.017 -14.390 31.038
S1 -15.917 -15.133 29.375
O3 -16.606 -14.299 28.411
O4 -16.123 -16.551 29.388
C6 -14.104 -14.894 29.196
H5 -13.674 -15.457 31.287
H6 -12.627 -14.251 30.735
H7 -14.622 -12.629 30.686
H8 -14.570 -13.451 32.236
H9 -16.956 -13.906 31.290
H10 -15.908 -15.264 31.684
H11 -14.104 -13.957 28.625
H12 -13.691 -15.694 28.594
C7 -16.280 -8.385 28.348
C8 -17.689 -8.075 28.901
C9 -18.413 -9.317 29.380
S2 -17.147 -10.655 29.483
O5 -17.227 -11.503 28.305
O6 -17.056 -11.207 30.808
C10 -15.741 -9.568 29.111
H13 -15.693 -7.508 28.614
H14 -16.273 -8.580 27.277
H15 -18.299 -7.428 28.268
H16 -17.502 -7.388 29.733
H17 -19.329 -9.670 28.919
H18 -18.551 -9.240 30.463
H19 -15.047 -10.201 28.561
H20 -15.431 -9.323 30.132
C11 -14.943 -17.334 25.473
C12 -14.670 -16.248 24.396
C13 -16.005 -16.046 23.615
S3 -17.237 -16.118 24.979
O7 -18.562 -16.497 24.506
O8 -17.082 -14.893 25.726
C14 -16.438 -17.466 25.824
H21 -14.466 -17.229 26.448
H22 -14.549 -18.262 25.052
H23 -13.947 -16.554 23.647
H24 -14.387 -15.360 24.960
H25 -16.243 -16.936 23.037
H26 -16.177 -15.078 23.157
H27 -16.882 -18.342 25.342
H28 -16.773 -17.525 26.857
C15 -22.255 -12.054 25.185
C16 -22.194 -13.582 25.318
C17 -21.702 -13.852 26.721
S4 -20.462 -12.583 27.055
O9 -19.132 -13.149 27.014
O10 -20.764 -11.710 28.198
C18 -20.858 -11.587 25.575
H29 -23.027 -11.771 25.908
H30 -22.629 -11.796 24.197
H31 -21.429 -13.956 24.625
H32 -23.076 -14.173 25.080
H33 -21.288 -14.844 26.895
H34 -22.469 -13.653 27.475
H35 -20.092 -11.792 24.822
H36 -20.646 -10.583 25.937

Values from the calculation:
calculated total energy = -124105.576 eV
frontier orbital gap (spin up / spin down) = 7.010 / 6.937 eV
2S+1 = 3
ΔE to the lowest compared entry with this formula, charge and spin = 24.5 kcal per mole
HOMO level (spin up / spin down) = -6.50 / -6.43 eV

Atom charges from the natural (NBO) analysis, given in e for atoms 1 to 5:
1 Ni 1.5405
2 O -0.9804
3 C -0.0738
4 C -0.0722
5 O -0.9965

Record 4
A 2-piece molecular cluster, C30H24F6N3O2 overall in a non-equilibrium geometry, computed with the ωB97M-V functional and the def2-TZVPD basis.

CARTESIAN COORDINATES (ANGSTROEM)
F1 -0.974 -2.024 -6.897
C1 -1.370 -2.863 -5.891
F2 -2.723 -2.690 -5.746
F3 -1.182 -4.147 -6.343
C2 -0.624 -2.620 -4.608
C3 -1.238 -2.908 -3.393
C4 -0.571 -2.645 -2.211
C5 0.729 -2.029 -2.184
C6 1.333 -1.742 -0.921
C7 2.720 -1.594 -0.624
C8 3.802 -1.569 -1.565
C9 5.089 -1.210 -1.183
C10 5.387 -1.031 0.171
C11 6.780 -0.638 0.580
F4 6.818 -0.067 1.824
F5 7.618 -1.727 0.619
F6 7.341 0.262 -0.287
C12 4.415 -1.255 1.141
C13 3.111 -1.505 0.757
C14 1.300 -1.727 -3.458
C15 0.672 -2.098 -4.641
H1 -2.256 -3.323 -3.382
H2 -1.039 -2.947 -1.266
H3 0.658 -1.765 -0.054
H4 3.669 -1.889 -2.598
H5 5.872 -1.061 -1.927
H6 4.686 -1.194 2.203
H7 2.363 -1.699 1.531
H8 2.241 -1.183 -3.540
H9 1.159 -1.947 -5.603
C16 -1.610 -0.454 3.476
N1 -0.893 0.604 2.775
C17 -0.997 0.812 1.342
H10 -0.419 0.013 0.776
C18 -2.439 0.795 0.804
C19 -3.390 1.713 1.284
C20 -4.696 1.705 0.787
C21 -5.076 0.762 -0.191
N2 -6.406 0.765 -0.675
O1 -6.728 -0.077 -1.537
O2 -7.222 1.598 -0.235
C22 -4.123 -0.169 -0.672
C23 -2.816 -0.150 -0.184
N3 -0.304 2.068 1.158
C24 -0.217 2.724 -0.137
C25 0.091 2.590 2.362
C26 -0.290 1.680 3.376
C27 -0.239 2.048 4.719
C28 0.262 3.316 5.031
C29 0.653 4.214 4.021
C30 0.546 3.867 2.669
H11 -1.491 -0.304 4.552
H12 -2.683 -0.421 3.249
H13 -1.229 -1.443 3.216
H14 -3.117 2.443 2.045
H15 -5.425 2.422 1.150
H16 -4.456 -0.881 -1.427
H17 -2.081 -0.867 -0.571
H18 0.266 3.695 -0.010
H19 0.363 2.126 -0.847
H20 -1.214 2.889 -0.560
H21 -0.588 1.363 5.486
H22 0.348 3.633 6.078
H23 1.035 5.199 4.309
H24 0.798 4.560 1.874

Values from the calculation:
calculated total energy = -56359.326 eV
frontier orbital gap = 2.597 eV
ΔE to the lowest compared entry with this formula, charge and spin = 48.9 kcal per mole
HOMO level = -9.29 eV
charge = +1

Atom charges from the natural (NBO) analysis, given in e for atoms 1 to 5:
1 F -0.3094
2 C 0.9656
3 F -0.3105
4 F -0.3084
5 C -0.0471

Record 5
A 7-piece molecular cluster, C39H103N6O13 overall in a non-equilibrium geometry, computed with the ωB97M-V functional and the def2-TZVPD basis.

CARTESIAN COORDINATES (ANGSTROEM)
C1 0.347 -0.417 -1.172
C2 0.612 -1.257 0.082
C3 -0.527 -1.072 1.080
O1 0.800 -2.615 -0.226
H1 1.140 -0.650 -1.886
H2 0.390 0.651 -0.938
H3 -0.664 -0.469 -1.582
H4 1.504 -0.798 0.533
H5 -0.286 -1.470 2.063
H6 -1.447 -1.440 0.618
H7 -0.700 0.004 1.187
C4 -1.120 12.129 0.184
O2 -0.738 11.062 1.051
C5 -1.361 11.080 2.332
C6 -0.574 10.236 3.261
N1 -0.041 9.004 2.527
H8 0.618 9.294 1.799
H9 0.596 8.492 3.139
C7 -1.034 8.020 1.925
C8 -0.207 6.843 1.392
O3 0.682 7.344 0.460
C9 1.470 6.473 -0.349
H10 -2.202 12.081 0.033
H11 -0.584 12.116 -0.760
H12 -1.015 13.137 0.595
H13 -2.383 10.740 2.124
H14 -1.434 12.134 2.607
H15 -1.156 9.865 4.101
H16 0.292 10.812 3.584
H17 -1.554 8.656 1.211
H18 -1.719 7.767 2.734
H19 -0.977 6.221 0.916
H20 0.294 6.276 2.183
H21 2.089 7.083 -1.001
H22 0.787 5.938 -1.017
H23 2.010 5.695 0.193
C10 6.115 -1.188 0.680
O4 5.339 -2.162 -0.062
C11 4.214 -2.645 0.627
C12 3.442 -3.614 -0.318
N2 2.957 -2.956 -1.606
H24 2.694 -3.776 -2.145
H25 2.192 -2.354 -1.277
C13 3.912 -2.154 -2.474
C14 3.229 -1.749 -3.746
O5 2.209 -2.607 -4.190
C15 1.546 -2.148 -5.349
H26 5.513 -0.407 1.143
H27 6.838 -0.793 -0.035
H28 6.805 -1.606 1.418
H29 3.550 -1.891 1.059
H30 4.595 -3.245 1.459
H31 2.503 -3.991 0.085
H32 4.032 -4.483 -0.609
H33 4.761 -2.832 -2.550
H34 4.173 -1.266 -1.907
H35 3.979 -1.607 -4.532
H36 2.703 -0.785 -3.688
H37 0.761 -2.827 -5.674
H38 2.244 -2.135 -6.191
H39 1.171 -1.135 -5.173
C16 -4.847 -4.785 -0.908
O6 -3.500 -4.423 -1.239
C17 -3.387 -3.638 -2.374
C18 -2.045 -2.886 -2.469
N3 -0.884 -3.847 -2.371
H40 -0.078 -3.413 -1.902
H41 -1.290 -4.519 -1.718
C19 -0.455 -4.573 -3.611
C20 0.784 -5.391 -3.263
O7 0.458 -6.289 -2.213
C21 1.617 -6.730 -1.551
H42 -5.508 -4.922 -1.764
H43 -5.227 -3.996 -0.252
H44 -4.930 -5.696 -0.317
H45 -4.110 -2.835 -2.566
H46 -3.505 -4.175 -3.324
H47 -1.993 -2.165 -1.655
H48 -1.968 -2.336 -3.406
H49 -0.307 -3.909 -4.461
H50 -1.213 -5.278 -3.956
H51 1.591 -4.704 -2.980
H52 1.219 -5.943 -4.099
H53 2.341 -5.953 -1.300
H54 2.101 -7.552 -2.093
H55 1.372 -7.352 -0.686
C22 -4.157 -1.387 1.653
O8 -5.526 -1.571 1.913
C23 -6.412 -1.073 0.953
C24 -7.815 -1.284 1.495
N4 -8.216 -2.734 1.638
H56 -7.897 -3.348 0.889
H57 -7.702 -3.125 2.429
C25 -9.665 -2.976 2.042
C26 -10.696 -2.617 1.014
O9 -10.475 -3.327 -0.165
C27 -11.305 -2.949 -1.275
H58 -3.879 -1.977 0.771
H59 -3.490 -1.708 2.451
H60 -3.888 -0.340 1.475
H61 -6.316 -1.498 -0.054
H62 -6.267 -0.002 0.775
H63 -8.487 -0.904 0.725
H64 -7.947 -0.775 2.446
H65 -9.820 -2.478 2.996
H66 -9.751 -4.060 2.136
H67 -10.652 -1.542 0.793
H68 -11.717 -2.880 1.310
H69 -12.334 -3.231 -1.033
H70 -11.016 -3.626 -2.075
H71 -11.338 -1.907 -1.596
C28 7.771 1.867 1.465
O10 6.924 2.699 0.728
C29 7.649 3.930 0.609
C30 7.590 4.518 -0.829
N5 6.226 4.415 -1.477
H72 6.014 3.495 -1.869
H73 5.493 4.416 -0.766
C31 6.068 5.336 -2.651
C32 4.810 5.000 -3.443
O11 3.701 4.979 -2.561
C33 2.529 4.494 -3.207
H74 8.621 1.477 0.897
H75 7.327 0.926 1.800
H76 8.107 2.300 2.410
H77 8.716 3.834 0.811
H78 7.188 4.617 1.321
H79 8.317 4.019 -1.466
H80 7.783 5.586 -0.741
H81 6.935 5.253 -3.302
H82 5.950 6.332 -2.224
H83 4.955 4.060 -3.990
H84 4.656 5.729 -4.241
H85 2.814 3.585 -3.749
H86 2.244 5.109 -4.067
H87 1.707 4.417 -2.505
C34 3.898 -1.864 3.827
O12 2.854 -2.780 3.509
C35 1.644 -2.635 4.182
C36 0.758 -3.819 3.788
N6 0.801 -4.157 2.309
H88 0.819 -3.322 1.710
H89 1.699 -4.594 2.119
C37 -0.266 -5.140 1.771
C38 -1.600 -4.395 1.568
O13 -2.136 -4.036 2.845
C39 -3.252 -4.807 3.242
H90 4.830 -2.220 3.395
H91 4.064 -1.841 4.906
H92 3.724 -0.852 3.452
H93 1.172 -1.684 3.916
H94 1.781 -2.733 5.262
H95 -0.269 -3.695 4.124
H96 1.069 -4.754 4.255
H97 -0.154 -5.926 2.515
H98 0.156 -5.443 0.814
H99 -2.302 -5.108 1.128
H100 -1.582 -3.500 0.949
H101 -2.984 -5.791 3.642
H102 -4.066 -5.020 2.546
H103 -3.608 -4.256 4.114

Values from the calculation:
calculated total energy = -77618.320 eV
frontier orbital gap = 8.951 eV
ΔE to the lowest compared entry with this formula, charge and spin = 6.9 kcal per mole
HOMO level = -17.91 eV
charge = +5

Atom charges from the Löwdin analysis, given in e for atoms 1 to 5:
1 C -0.0494
2 C -0.5831
3 C -0.0554
4 O -0.3193
5 H 0.0583

Record 6
C21H35FP2Ti as an isolated structure in a non-equilibrium geometry, computed with the ωB97M-V functional and the def2-TZVPD basis.

CARTESIAN COORDINATES (ANGSTROEM)
P1 0.571 -2.408 -0.561
P2 0.582 1.404 -1.835
C1 0.024 -1.423 -2.046
C2 0.904 -0.258 -2.498
H1 -0.979 -1.049 -1.791
H2 -0.183 -2.102 -2.882
H3 1.972 -0.430 -2.317
H4 0.762 -0.121 -3.584
C3 -0.013 2.264 -3.354
H5 -0.390 3.275 -3.160
H6 -0.834 1.691 -3.794
H7 0.793 2.312 -4.097
C4 2.153 2.297 -1.515
H8 2.548 2.684 -2.471
H9 2.875 1.584 -1.084
H10 2.035 3.150 -0.820
C5 -0.912 -3.474 -0.643
H11 -0.975 -4.110 0.252
H12 -0.908 -4.083 -1.553
H13 -1.806 -2.832 -0.683
C6 2.149 -3.398 -0.846
H14 2.953 -2.944 -0.178
H15 2.425 -3.326 -1.911
H16 1.978 -4.447 -0.541
Ti1 1.859 -1.535 0.990
C7 -0.827 2.530 -0.657
C8 -2.220 2.089 -0.689
C9 -2.934 1.612 -1.867
C10 -3.719 0.382 -1.272
C11 -2.822 -0.342 -0.317
C12 -2.409 0.573 0.685
C13 -0.888 0.530 0.653
C14 -0.335 1.975 0.704
C15 3.941 -1.562 1.404
H17 -0.603 3.568 -0.913
H18 -2.867 2.547 0.091
H19 -2.284 1.261 -2.670
H20 -3.565 2.406 -2.296
H21 -4.486 0.879 -0.643
H22 -4.258 -0.177 -2.029
H23 -2.912 -1.420 -0.204
H24 -2.859 0.642 1.698
H25 -0.662 0.139 -0.367
H26 -0.405 -0.186 1.310
H27 -0.795 2.475 1.574
H28 0.746 2.011 0.923
H29 4.080 -0.595 1.935
H30 4.548 -1.628 0.495
H31 4.090 -2.393 2.123
F1 -0.613 2.081 4.797
C16 -0.029 0.874 4.444
C17 1.358 0.799 4.403
C18 1.937 -0.255 3.659
C19 1.109 -1.180 2.974
C20 -0.250 -1.265 3.360
C21 -0.853 -0.159 4.003
H32 1.980 1.608 4.833
H33 3.021 -0.359 3.628
H34 -0.849 -2.126 3.055
H35 -1.950 -0.057 4.102

Values from the calculation:
calculated total energy = -66742.200 eV
frontier orbital gap (spin up / spin down) = 4.417 / 3.599 eV
2S+1 = 3
ΔE to the lowest compared entry with this formula, charge and spin = 70.1 kcal per mole
HOMO level (spin up / spin down) = -4.66 / -4.25 eV

Atom charges from the natural (NBO) analysis, given in e for atoms 1 to 5:
1 P 0.7298
2 P 1.3431
3 C -0.7904
4 C -0.7414
5 H 0.2948

Record 7
A 2-piece molecular cluster, C7H6BF3N3O6S overall in a non-equilibrium geometry, computed with the ωB97M-V functional and the def2-TZVPD basis.

CARTESIAN COORDINATES (ANGSTROEM)
O1 -1.207 0.525 -3.207
S1 -1.365 0.865 -1.815
O2 -1.403 2.235 -1.369
C1 -3.031 0.115 -1.275
F1 -4.017 0.684 -1.987
F2 -3.037 -1.218 -1.491
F3 -3.238 0.352 0.040
C2 -0.167 -0.044 -0.827
C3 0.309 0.563 0.436
C4 1.104 -0.339 1.271
N1 1.446 -0.101 2.567
O3 1.316 0.820 3.348
O4 1.985 -1.374 3.004
N2 2.042 -2.289 1.970
C5 1.515 -1.587 0.876
C6 1.126 -2.090 -0.424
N3 1.487 -3.380 -0.930
O5 2.287 -4.116 -0.311
O6 0.972 -3.729 -2.032
C7 0.245 -1.304 -1.238
H1 -0.510 1.073 1.006
H2 -0.119 -1.698 -2.187
H3 0.908 1.411 0.251
B1 0.302 3.902 1.145
H4 0.881 3.368 2.162
H5 1.028 3.913 0.075
H6 -0.861 3.441 0.940

Values from the calculation:
calculated total energy = -43767.342 eV
frontier orbital gap = 6.197 eV
ΔE to the lowest compared entry with this formula, charge and spin = 11.8 kcal per mole
HOMO level = -4.62 eV
charge = -1

Atom charges from the natural (NBO) analysis, given in e for atoms 1 to 5:
1 O -0.9174
2 S 2.0840
3 O -0.9284
4 C 0.7386
5 F -0.3177

Record 8
One molecule with the formula C3H4F2O in a non-equilibrium geometry, computed with the ωB97M-V functional and the def2-TZVPD basis.

CARTESIAN COORDINATES (ANGSTROEM)
C1 0.315 1.019 0.074
C2 0.604 -0.390 -0.167
C3 -0.296 -1.361 -0.174
H1 -1.406 0.451 0.006
H2 0.661 1.264 1.152
H3 0.811 1.788 -0.549
H4 0.040 -2.443 -0.185
O1 -1.084 1.425 -0.193
F1 2.004 -0.543 -0.036
F2 -1.650 -1.209 0.073

Values from the calculation:
calculated total energy = -10655.677 eV
frontier orbital gap = 11.034 eV
ΔE to the lowest compared entry with this formula, charge and spin = 52.6 kcal per mole
HOMO level = -10.27 eV

Atom charges from the natural (NBO) analysis, given in e for atoms 1 to 5:
1 C -0.1678
2 C 0.3050
3 C 0.1173
4 H 0.4685
5 H 0.1920